# 1
23
Properties=species:S:1:pos:R:3:nbo_charge:R:1 method="wB97M-V/def2-TZVPD" relative_energy_kcal_mol=129.9 multiplicity=1 total_energy_ev=-15554.533
C 0.892 -2.816 0.037 -0.26
C 1.984 -2.268 0.714 -0.17
C -0.118 -2.012 -0.356 -0.17
C 1.967 -0.903 1.006 -0.27
C -0.230 -0.683 0.015 -0.15
C 0.866 -0.108 0.684 0.19
C -2.121 1.755 -2.268 0.04
C -1.320 0.173 -0.459 -0.21
C -1.458 0.529 -1.862 -0.18
C -0.374 1.979 0.703 0.28
N -2.913 0.807 -2.394 -0.29
N 0.822 1.226 0.948 -0.65
O -1.219 2.219 1.776 -0.69
H 0.823 -3.862 -0.286 0.22
H 3.018 -2.777 0.889 0.22
H -0.979 -2.412 -0.764 0.21
H 2.781 -0.408 1.358 0.20
H -2.341 2.772 -2.453 0.21
H -2.125 0.371 0.253 0.22
H -0.690 0.183 -2.525 0.20
H -0.341 2.876 0.148 0.17
H 1.800 1.653 0.972 0.40
H -1.414 1.275 2.070 0.47

***

# 2
49
Properties=species:S:1:pos:R:3:nbo_charge:R:1 method="wB97M-V/def2-TZVPD" relative_energy_kcal_mol=332.5 multiplicity=1 total_energy_ev=-50866.786
C 1.344 4.239 1.440 -0.74
C 1.088 3.439 0.044 0.71
O 1.762 3.495 -0.912 -0.61
N 0.064 2.678 0.213 -0.60
C -0.385 1.952 -0.854 0.18
C -0.156 1.974 -2.019 -0.30
C -0.852 1.182 -2.884 -0.18
C -1.574 0.086 -2.492 -0.17
S -2.328 -0.942 -3.792 0.23
C -1.069 -2.308 -3.753 -0.54
C -0.751 -2.966 -2.521 0.47
O -1.588 -3.900 -2.213 -0.61
C -0.092 -2.205 -1.609 -0.24
C 1.063 -1.299 -1.692 -0.17
C 1.375 -0.976 -0.400 0.14
C 2.501 -0.081 -0.062 -0.64
N 0.870 -1.901 0.447 -0.38
C 1.099 -1.535 1.765 -0.32
C 0.400 -0.698 2.626 -0.14
C -1.035 -0.326 2.874 -0.21
C -1.372 0.808 3.430 -0.29
C -0.164 1.468 3.746 -0.35
S 1.372 0.859 3.107 0.36
C -0.127 -2.486 -0.112 0.34
C -1.144 -3.508 0.701 -0.61
C -2.009 0.120 -1.138 -0.26
C -1.539 1.008 -0.332 -0.21
H 0.484 4.807 1.708 0.22
H 2.143 5.023 1.095 0.24
H 1.875 3.439 2.217 0.23
H -0.415 2.586 1.036 0.41
H 0.753 2.543 -2.249 0.27
H -0.436 1.152 -3.997 0.22
H -0.323 -1.615 -3.904 0.20
H -1.354 -2.828 -4.527 0.23
H 1.179 -0.877 -2.445 0.17
H 2.676 0.577 -0.925 0.24
H 2.459 0.534 0.644 0.20
H 3.423 -0.583 0.171 0.21
H 2.139 -1.719 2.148 0.27
H 0.957 -2.673 2.281 0.23
H -1.676 -1.096 2.525 0.22
H -2.272 1.160 3.669 0.23
H -0.199 2.478 4.193 0.23
H -1.469 -3.089 1.462 0.17
H -0.321 -4.339 1.243 0.20
H -1.762 -3.970 -0.146 0.31
H -2.760 -0.584 -0.738 0.23
H -1.854 0.895 0.931 0.21

***

# 3
84
Properties=species:S:1:pos:R:3:lowdin_charge:R:1 method="wB97M-V/def2-TZVPD" relative_energy_kcal_mol=109.7 multiplicity=1 total_energy_ev=-40045.263
C 22.616 0.187 1.899 -0.07
C 21.069 0.047 1.918 -0.34
O 20.618 -0.612 3.039 -0.05
H 23.106 0.556 2.800 0.07
H 22.847 0.926 1.132 0.06
H 23.077 -0.766 1.639 0.07
H 20.691 -0.460 1.030 0.11
H 20.672 1.062 1.888 0.09
H 19.805 -0.157 3.269 0.08
C 20.359 0.655 -7.268 -0.09
C 20.430 1.280 -5.924 -0.28
O 19.114 1.249 -5.306 -0.11
H 21.292 0.792 -7.814 0.08
H 19.579 1.187 -7.813 0.08
H 20.060 -0.392 -7.208 0.08
H 20.606 2.338 -6.123 0.11
H 21.291 1.005 -5.315 0.12
H 18.827 0.368 -5.053 0.09
C 15.758 1.302 -5.079 -0.06
C 16.205 2.668 -5.550 -0.34
O 17.067 2.572 -6.652 -0.08
H 16.679 0.720 -5.062 0.05
H 15.192 0.760 -5.836 0.08
H 15.316 1.302 -4.082 0.06
H 16.745 3.175 -4.750 0.08
H 15.418 3.376 -5.808 0.11
H 17.828 2.180 -6.218 0.02
C 14.469 3.549 -2.398 -0.09
C 14.033 2.711 -1.253 -0.34
O 14.125 1.377 -1.676 -0.07
H 15.540 3.569 -2.603 0.05
H 14.246 4.563 -2.067 0.07
H 13.957 3.380 -3.345 0.09
H 13.017 3.016 -1.002 0.11
H 14.646 2.907 -0.373 0.10
H 13.850 0.853 -0.920 0.08
C 20.369 5.929 -4.887 -0.07
C 20.037 6.912 -3.745 -0.33
O 19.115 7.848 -4.221 -0.07
H 20.921 6.437 -5.677 0.07
H 19.481 5.492 -5.343 0.07
H 21.008 5.093 -4.601 0.06
H 20.939 7.389 -3.360 0.10
H 19.544 6.418 -2.908 0.08
H 18.940 8.522 -3.560 0.08
C 16.489 -0.683 0.155 -0.06
C 17.377 0.635 0.257 -0.29
O 18.604 0.388 -0.397 -0.10
H 16.297 -0.980 -0.876 0.07
H 15.551 -0.465 0.666 0.06
H 17.012 -1.517 0.623 0.06
H 17.525 0.927 1.296 0.10
H 16.867 1.479 -0.208 0.08
H 19.079 1.219 -0.321 0.02
C 18.607 2.961 -2.536 -0.05
C 19.717 3.655 -1.729 -0.30
O 19.844 2.997 -0.497 -0.09
H 17.626 2.930 -2.062 0.05
H 18.982 1.949 -2.694 0.08
H 18.395 3.536 -3.437 0.06
H 19.567 4.723 -1.576 0.08
H 20.678 3.664 -2.244 0.10
H 20.576 3.362 0.006 0.04
C 17.687 6.263 0.345 -0.09
C 16.956 4.936 0.344 -0.31
O 15.646 5.131 0.865 -0.08
H 17.553 6.827 1.268 0.08
H 17.291 6.937 -0.414 0.07
H 18.764 6.146 0.221 0.06
H 17.440 4.342 1.118 0.11
H 17.057 4.535 -0.665 0.09
H 15.202 5.731 0.262 0.08
C 23.590 5.001 -2.279 -0.17
O 24.438 4.627 -3.340 -0.11
H 22.794 5.652 -2.640 0.07
H 23.242 4.095 -1.782 0.07
H 24.206 5.558 -1.574 0.08
H 24.359 5.395 -3.911 0.07
C 21.814 3.703 2.385 -0.14
O 22.017 3.822 1.005 -0.13
H 22.455 4.470 2.820 0.08
H 20.785 3.849 2.714 0.10
H 22.170 2.764 2.807 0.06
H 22.927 3.617 0.778 0.09

***

# 4
27
Properties=species:S:1:pos:R:3:nbo_charge:R:1 method="wB97M-V/def2-TZVPD" relative_energy_kcal_mol=158.0 multiplicity=1 total_energy_ev=-18651.326 total_charge=+1
C 3.960 -1.561 -0.766 -0.13
C 3.288 -1.047 0.085 -0.10
C 2.666 -0.189 1.029 -0.16
O 1.219 -0.338 0.940 -0.52
C 0.613 -0.300 -0.334 0.04
C -0.162 -1.542 -0.719 -0.40
C -1.316 -1.608 0.392 -0.42
C -2.251 -0.563 -0.169 -0.21
N -1.618 0.781 -0.051 -0.23
C -2.509 1.929 0.014 -0.43
C -0.341 0.927 -0.184 0.51
N 0.461 2.172 0.071 0.47
O 1.629 2.052 -0.282 -0.30
O 0.004 3.153 0.652 -0.30
H 4.367 -2.322 -1.351 0.25
H 3.089 0.905 1.019 0.25
H 2.685 -0.293 2.146 0.26
H 1.307 -0.160 -1.071 0.25
H 0.403 -2.393 -0.632 0.25
H -0.525 -1.515 -1.672 0.22
H -1.702 -2.548 0.386 0.25
H -0.998 -1.396 1.324 0.24
H -2.539 -0.559 -1.313 0.25
H -3.299 -0.402 0.370 0.25
H -2.155 2.699 -0.497 0.23
H -2.861 2.392 1.014 0.27
H -3.414 1.725 -0.403 0.23

***

# 5
47
Properties=species:S:1:pos:R:3:nbo_charge:R:1 method="wB97M-V/def2-TZVPD" relative_energy_kcal_mol=26.5 multiplicity=1 total_energy_ev=-28395.183
C -4.578 -0.976 -2.441 -0.61
C -4.961 -0.931 -0.968 -0.40
C -3.985 -0.083 -0.148 -0.23
N -2.613 -0.557 -0.228 -0.45
C -2.297 -1.726 0.559 -0.21
C -2.202 -1.425 2.063 -0.42
C -1.546 -2.578 2.812 -0.60
C -1.744 0.161 -0.979 0.69
O -2.085 1.179 -1.555 -0.64
C -0.308 -0.333 -1.122 -0.47
C 0.550 0.015 0.113 -0.27
C 2.015 -0.273 -0.113 -0.02
C 2.694 0.204 -1.229 -0.19
C 4.039 -0.059 -1.409 -0.27
C 4.706 -0.810 -0.459 0.39
F 6.019 -1.073 -0.630 -0.32
C 4.062 -1.298 0.661 -0.28
C 2.716 -1.024 0.823 -0.18
C 0.327 1.447 0.502 0.29
C 0.908 2.621 0.130 -0.30
C 0.214 3.644 0.822 -0.30
C -0.736 3.017 1.561 0.09
O -0.673 1.686 1.380 -0.42
H -5.327 -1.517 -3.014 0.21
H -3.619 -1.474 -2.573 0.20
H -4.491 0.031 -2.839 0.22
H -5.008 -1.947 -0.568 0.19
H -5.954 -0.490 -0.860 0.21
H -3.984 0.939 -0.534 0.25
H -4.296 -0.063 0.900 0.19
H -1.354 -2.155 0.221 0.20
H -3.075 -2.478 0.393 0.20
H -3.200 -1.257 2.470 0.20
H -1.630 -0.506 2.210 0.22
H -2.115 -3.495 2.674 0.20
H -0.533 -2.750 2.453 0.20
H -1.500 -2.362 3.877 0.22
H -0.261 -1.405 -1.321 0.22
H 0.086 0.193 -1.992 0.24
H 0.210 -0.592 0.956 0.22
H 2.173 0.791 -1.968 0.22
H 4.572 0.309 -2.272 0.23
H 4.608 -1.880 1.386 0.23
H 2.206 -1.399 1.699 0.21
H 1.729 2.752 -0.544 0.23
H 0.401 4.697 0.768 0.23
H -1.488 3.384 2.231 0.20

***

# 6
13
Properties=species:S:1:pos:R:3:lowdin_charge:R:1 method="wB97M-V/def2-TZVPD" relative_energy_kcal_mol=22.2 multiplicity=1 total_energy_ev=-23544.842 total_charge=-2
Rb -1.007 -0.469 0.815 0.98
N -1.299 -2.738 -2.223 -0.69
O -0.760 -2.952 -3.241 0.01
O -0.666 -2.726 -1.074 -0.22
O -2.457 -2.426 -2.198 -0.07
N -0.617 3.122 2.690 -0.69
O -0.591 3.535 3.899 -0.13
O -0.890 1.951 2.581 -0.15
O -0.484 3.873 1.775 -0.01
N 2.272 -0.283 -0.751 -0.65
O 1.759 -0.458 0.391 -0.24
O 2.327 0.864 -1.313 -0.10
O 2.414 -1.294 -1.351 -0.02